(1)
The following is a quantum chemistry calculation of a structure of composition C24H27CsF3N4OSi in a non-equilibrium geometry, from the Open Molecules 2025 dataset.

Geometry (Å):
Cs 0.1513 0.4132 -0.1331
C 5.6738 -0.6613 -0.2172
C 4.2007 -0.6299 -0.2414
N 3.4732 0.4460 -0.1906
N 4.1867 1.5677 -0.1048
C 3.4005 2.6295 0.0783
O 2.1637 2.6842 0.2827
C 4.1941 3.9318 0.0816
C 3.5089 5.1251 -0.0229
C 4.1446 6.3550 0.0565
C 5.5201 6.4290 0.1991
C 6.2428 5.2265 0.2373
C 5.6099 3.9951 0.1895
C 3.6296 -1.9938 -0.1855
C 4.4910 -3.1196 -0.1156
C 3.9706 -4.3830 -0.2022
C 2.6147 -4.5836 -0.3354
C 1.8241 -3.4214 -0.3256
N 2.3099 -2.1867 -0.2530
H 6.1299 0.2794 -0.4809
H 6.1392 -1.3413 -0.9016
H 6.0204 -0.8865 0.8276
H 2.4229 5.0658 -0.1007
H 3.5183 7.2424 0.0317
H 5.9642 7.4113 0.2547
H 7.3447 5.2962 0.2792
H 6.1686 3.0753 0.2966
H 5.5261 -2.9930 0.0670
H 4.6626 -5.2267 -0.1277
H 2.1373 -5.5536 -0.3814
H 0.7399 -3.4690 -0.3032
C -4.9689 -0.2468 -0.8852
Si -4.2874 1.4493 -0.2761
C -5.8946 2.4594 0.1020
C -3.6976 1.1588 1.5169
C -2.9112 1.9291 -1.2450
H -5.8778 -0.6430 -0.4645
H -4.0943 -0.8648 -0.6929
H -5.2246 -0.1856 -1.9659
H -6.5759 1.8918 0.7414
H -6.4782 2.6996 -0.8411
H -5.6596 3.3912 0.6237
H -4.4912 0.7446 2.1734
H -3.4239 2.0898 1.8873
H -2.8152 0.5104 1.5216
H -2.2383 2.7201 -0.8492
H -2.9179 1.9764 -2.3156
F -5.9623 -5.2096 -0.7875
C -5.8653 -4.1110 -0.0181
F -6.3514 -4.4098 1.1920
F -6.6468 -3.1793 -0.6123
C -4.4463 -3.6187 0.1629
C -4.2052 -2.6335 1.1061
C -2.9337 -2.1429 1.1831
N -1.9042 -2.5545 0.4009
C -2.1524 -3.5157 -0.4903
C -3.4238 -4.0741 -0.6535
H -5.0267 -2.2244 1.7191
H -2.6622 -1.3865 1.9001
H -1.3171 -3.8773 -1.0296
H -3.6304 -4.8669 -1.3627

Values from the calculation:
largest force on an atom	0.0417	Eh/bohr
ΔE to the lowest compared entry with this formula, charge and spin	0.00	kcal/mol
charge	-1
orbital gap	4.944	eV
E_HOMO	-3.0	eV
lowest unoccupied orbital energy	2.0	eV



(2)
The following is a quantum chemistry calculation of an isolated molecule of C24H27F3N2O2, from the Open Molecules 2025 dataset.

Geometry (Å):
O 1.9936 3.1124 -0.9330
C 1.5103 2.2149 -0.2781
N 0.3729 2.3524 0.4357
C -0.4133 3.5632 0.4212
C -1.4219 3.5852 -0.7446
C -2.2351 2.3263 -0.7610
C -3.2607 2.1270 0.1569
C -3.9665 0.9382 0.1872
C -3.6423 -0.0695 -0.7103
C -4.3729 -1.3801 -0.7063
F -3.5208 -2.4258 -0.6502
F -5.2108 -1.5228 0.3277
F -5.1040 -1.5629 -1.8207
C -2.6296 0.1175 -1.6431
C -1.9335 1.3104 -1.6614
C 2.1077 0.8084 -0.1922
C 3.6083 0.8164 -0.5170
C 3.9549 -0.1180 -1.6766
C 3.2830 -1.4668 -1.5420
O 3.8584 -2.5287 -1.6737
N 1.9540 -1.3814 -1.2836
C 1.1643 -2.5974 -1.3133
C 1.2939 -3.4507 -0.0430
C 0.1606 -3.2515 0.9687
C 0.1724 -1.9309 1.6818
C 1.2387 -1.5765 2.5025
C 1.2169 -0.3962 3.2240
C 0.1222 0.4496 3.1437
C -0.9415 0.1134 2.3204
C -0.9108 -1.0660 1.5933
C 1.3386 -0.0831 -1.1841
H -0.0075 1.5533 0.9231
H 0.2744 4.4045 0.3094
H -0.9356 3.6433 1.3767
H -2.0656 4.4580 -0.6286
H -0.8659 3.6802 -1.6772
H -3.5134 2.9122 0.8540
H -4.7600 0.7883 0.9032
H -2.3938 -0.6692 -2.3443
H -1.1485 1.4601 -2.3869
H 1.9425 0.4148 0.8138
H 3.9048 1.8337 -0.7821
H 4.1742 0.5174 0.3658
H 3.6219 0.3254 -2.6188
H 5.0322 -0.2703 -1.7379
H 0.1205 -2.3335 -1.4930
H 1.5284 -3.1877 -2.1605
H 2.2606 -3.2431 0.4148
H 1.2948 -4.5008 -0.3376
H 0.2448 -4.0390 1.7233
H -0.7981 -3.3829 0.4620
H 2.0860 -2.2407 2.5895
H 2.0493 -0.1397 3.8625
H 0.0973 1.3618 3.7213
H -1.8113 0.7540 2.2625
H -1.7522 -1.3296 0.9694
H 0.3072 -0.2084 -0.8470
H 1.3257 0.4111 -2.1667

Values from the calculation:
largest force on an atom	0.0153	Eh/bohr
ΔE to the lowest compared entry with this formula, charge and spin	0.00	kcal/mol
charge	0
structure (SMILES)	O=C(NCCc1ccc(C(F)(F)F)cc1)[C@@H]1CCC(=O)N(CCCc2ccccc2)C1
orbital gap	9.548	eV
E_HOMO	-9.0	eV
lowest unoccupied orbital energy	0.5	eV



(3)
The following is a quantum chemistry calculation of a structure of composition C24H27F6NO2P2Yb in a non-equilibrium geometry, from the Open Molecules 2025 dataset.

Geometry (Å):
C 0.7775 -3.5610 2.5737
C 0.9731 -2.4235 1.7958
C 0.5160 -2.4266 0.4358
C -0.1313 -3.5748 -0.0603
C -0.4137 -4.6515 0.7745
C 0.0721 -4.6630 2.0824
C -0.5677 -3.5741 -1.5134
C 0.3238 -2.6755 -2.3472
C 0.9338 -1.5748 -1.7162
C 1.7914 -0.7210 -2.4879
C 2.0214 -1.0317 -3.8245
C 1.3522 -2.0890 -4.4490
C 0.4783 -2.8908 -3.7138
H 1.1696 -3.5757 3.5944
H -0.9991 -5.4825 0.3731
H -0.0933 -5.5308 2.7178
H -0.5278 -4.5977 -1.9069
H 2.7248 -0.4190 -4.3957
H 1.5174 -2.2870 -5.5083
H -0.0816 -3.7054 -4.1819
N 0.6410 -1.3052 -0.3815
Yb -0.9765 0.3858 -0.0456
C 1.6410 -1.1909 2.3740
H 2.4444 -0.8318 1.7094
H 2.0379 -1.3917 3.3794
C 2.4139 0.5116 -1.8603
H 2.8858 0.2654 -0.8961
H 3.1443 0.9739 -2.5390
P 0.4099 0.1676 2.5075
P 1.1048 1.7571 -1.5139
C 0.8009 2.4053 -3.1887
H -0.0922 3.0455 -3.1464
H 1.6680 2.9981 -3.5104
H 0.6185 1.5879 -3.8974
C 2.0571 3.1344 -0.8010
H 2.5078 3.7372 -1.6019
H 1.3511 3.7466 -0.2204
H 2.8376 2.7556 -0.1267
C -0.5474 -0.3981 3.9517
H 0.0705 -0.3032 4.8546
H -1.4377 0.2418 4.0401
H -0.8684 -1.4389 3.8217
C 1.3919 1.4953 3.2754
H 0.8699 2.4411 3.0676
H 1.4627 1.3376 4.3607
H 2.3970 1.5389 2.8335
C -1.9799 -3.0907 -1.6095
O -2.3661 -1.9947 -1.2227
H -2.5616 -3.9097 -2.0897
C -2.2302 4.3637 1.3383
C -2.1252 2.9619 0.7769
O -0.8559 2.4269 0.8098
C -3.0618 2.0275 1.6087
F -4.3780 2.3183 1.5288
F -2.9368 0.6803 1.2172
F -2.7040 2.0427 2.9270
C -2.5935 2.9872 -0.7121
F -3.8771 3.3527 -0.9055
F -1.8017 3.8212 -1.4511
F -2.4537 1.7239 -1.3231
H -1.8952 4.3473 2.3801
H -3.2690 4.7057 1.2821
H -1.5810 5.0243 0.7562

Values from the calculation:
spin multiplicity	2
largest force on an atom	0.0530	Eh/bohr
charge	+1
expectation value of S²	0.75
orbital gap (spin up / spin down)	7.332 / 5.911	eV
E_HOMO (spin up / spin down)	-9.9 / -9.9	eV
lowest unoccupied orbital energy (spin up / spin down)	-2.6 / -4.0	eV



(4)
The following is a quantum chemistry calculation of a structure of composition C24H27FI2N6O2TeV in a non-equilibrium geometry, from the Open Molecules 2025 dataset.

Geometry (Å):
V 0.8867 -0.5796 -0.0994
N 1.7872 -1.6649 1.5864
N 2.8836 -0.9664 2.0797
C 3.5233 -0.2063 1.1503
N 4.8295 0.0353 1.0880
N 2.6196 0.3107 0.3270
N 3.1018 0.3628 -1.0717
O 2.7597 1.6166 -1.5649
O 2.2374 -0.6374 -1.5732
H 1.1481 -1.6613 2.3515
H 1.8746 -2.6674 1.3607
H 3.5844 -1.5121 2.5866
H 5.5975 -0.3948 1.5724
H 5.0937 0.8267 0.5798
N -0.3813 0.1697 1.9441
C -0.6915 0.3952 3.0349
C -0.9070 0.6156 4.4583
C -1.0067 1.9427 4.8692
C -1.1697 2.2669 6.2008
C -1.2580 1.2176 7.1407
C -1.1879 -0.1044 6.7554
C -1.0162 -0.4187 5.4051
H -1.0539 2.8211 4.2312
H -1.3818 3.2542 6.5224
H -1.3856 1.5442 8.2325
H -1.2017 -0.8795 7.5192
H -0.8926 -1.4452 5.0845
I -3.4567 -3.2294 4.4200
I -1.3641 -4.8827 4.5690
C -2.9273 2.4116 -6.0216
C -1.8948 2.2881 -4.9393
C -2.1001 2.9493 -3.7519
C -1.3676 2.9377 -2.6069
C -1.7740 3.4656 -1.2265
C -0.1450 2.2188 -2.8112
Te 0.9599 2.1561 -1.0388
C 0.3429 1.6834 -4.0620
C 1.7069 1.0785 -4.3960
C -0.6994 1.6484 -5.0731
H -2.8639 1.7862 -6.9040
H -2.9851 3.3609 -6.5356
H -3.9109 2.1441 -5.6946
H -3.0086 3.6068 -3.7357
H -1.9780 2.6069 -0.6054
H -2.6466 4.0836 -1.3159
H -0.8579 3.9848 -0.8943
H 1.8837 0.7625 -5.3757
H 2.0777 0.3600 -3.6910
H 2.3905 1.9299 -4.1466
H -0.4537 1.1672 -6.0569
F 0.8132 -6.2362 -0.8438
C 0.6308 -4.9484 -0.5696
C -0.3888 -4.5456 0.3511
C -0.9472 -3.2727 0.2752
C -0.6394 -2.3149 -0.7154
C -1.1417 -0.9565 -0.8974
C 0.4779 -2.6882 -1.4727
C 1.0567 -3.9791 -1.4916
H -0.7205 -5.3637 1.0359
H -1.8240 -3.0343 1.0464
H -1.3391 -0.5974 -1.9319
H -1.9293 -0.6408 -0.2485
H 0.8601 -1.9236 -2.1782
H 1.7700 -4.2584 -2.2368

Values from the calculation:
spin multiplicity	2
largest force on an atom	0.0836	Eh/bohr
ΔE to the lowest compared entry with this formula, charge and spin	27.44	kcal/mol
charge	+2
expectation value of S²	1.12
orbital gap (spin up / spin down)	5.834 / 7.149	eV
E_HOMO (spin up / spin down)	-13.3 / -13.3	eV
lowest unoccupied orbital energy (spin up / spin down)	-7.5 / -6.2	eV